[1]
ORCA calculation (the ωB97M-V functional and the def2-TZVPD basis) on C5H7NO as an isolated structure.

As for the total energy: -324.5373 a.u. The energy above the lowest of the compared OMol25 structures with the same formula, charge and spin is 117.4 kcal/mol. Its total charge is 0. As for the orbital gap: 9.007 eV. The lowest unoccupied orbital energy comes out at 0.622 eV.

The geometry in XYZ format:
```
14
Properties=species:S:1:pos:R:3:lowdin_charge:R:1
C 1.85 -1.58 0.32 -0.36
C -2.64 1.31 0.58 0.08
H -0.93 -0.69 -1.41 0.12
H 1.36 0.32 -1.32 0.12
C -1.74 0.58 0.15 -0.27
H 2.05 -2.18 1.23 0.13
H -3.33 1.44 1.37 0.02
N 1.27 -0.38 0.61 0.02
C 0.72 0.48 -0.44 -0.18
O 2.14 -1.95 -0.80 0.02
H 0.90 -0.26 1.55 0.13
H 0.82 1.52 -0.12 0.12
C -0.74 0.18 -0.77 -0.13
H -1.72 1.22 -0.96 0.20
```


[2]
ORCA calculation (the ωB97M-V functional and the def2-TZVPD basis) on an isolated molecule of C5H7NO.

As for the total energy: -324.6136 a.u. The energy above the lowest of the compared OMol25 structures with the same formula, charge and spin is 69.6 kcal/mol. Its total charge is 0. As for the orbital gap: 8.829 eV. The lowest unoccupied orbital energy comes out at -0.064 eV.

The geometry in XYZ format:
```
14
Properties=species:S:1:pos:R:3:lowdin_charge:R:1
C -0.78 -0.57 0.93 -0.09
C 1.14 0.33 -1.02 -0.25
H 1.77 -0.50 -1.39 0.13
N -0.26 0.13 -1.34 0.07
H -1.64 -0.34 1.57 0.12
C 0.45 0.26 1.33 -0.24
H -0.56 0.23 -2.30 0.14
H -0.57 -1.64 1.06 0.13
H 1.52 1.21 -1.55 0.12
O -2.36 -0.58 -0.88 0.05
C -1.23 -0.35 -0.50 -0.50
C 1.57 0.44 0.39 0.07
H 0.18 1.34 1.34 0.15
H 0.78 0.05 2.35 0.10
```


[3]
ORCA calculation (the ωB97M-V functional and the def2-TZVPD basis) on an isolated molecule of C5H7NO.

As for the SMILES: N=C=CC[C@@H]1CO1. As for the total energy: -324.6243 a.u. The energy above the lowest of the compared OMol25 structures with the same formula, charge and spin is 62.9 kcal/mol. Its total charge is 0. As for the orbital gap: 9.852 eV. The lowest unoccupied orbital energy comes out at 1.049 eV.

The geometry in XYZ format:
```
14
Properties=species:S:1:pos:R:3:lowdin_charge:R:1
H -1.01 -1.71 1.49 0.11
H -2.04 -0.33 -0.32 0.12
C 0.06 2.06 -0.70 -0.12
C -0.44 -1.42 0.61 -0.11
H -0.58 -0.46 -1.31 0.12
C 0.76 -1.94 0.44 -0.19
C -0.94 -0.31 -0.28 -0.16
H 2.64 -2.02 0.59 0.08
C -0.46 1.03 0.21 -0.32
H 0.03 3.11 -0.41 0.11
H -0.85 1.35 1.17 0.14
O 0.94 1.25 0.07 -0.04
H 0.07 1.87 -1.77 0.11
N 1.83 -2.49 0.19 0.14
```


[4]
ORCA calculation (the ωB97M-V functional and the def2-TZVPD basis) on a 2-piece molecular cluster, C5H7NO overall.

As for the total energy: -324.5328 a.u. The energy above the lowest of the compared OMol25 structures with the same formula, charge and spin is 120.3 kcal/mol. Its total charge is 0. As for the orbital gap (alpha / beta): 8.042 / 8.042 eV. The lowest unoccupied orbital energy (alpha / beta) comes out at -0.169 / -0.169 eV.

The geometry in XYZ format:
```
14
Properties=species:S:1:pos:R:3:lowdin_charge:R:1
O -0.75 -2.16 0.00 0.07
C 0.10 -1.37 -0.30 -0.41
C -0.25 0.82 0.42 0.00
H 0.38 1.66 0.12 0.09
H 0.04 0.48 1.41 0.10
H 0.65 -0.26 -2.26 0.12
H 2.95 -1.26 1.03 0.05
H -2.22 -0.02 0.37 0.08
C -1.71 0.93 0.19 -0.12
C 1.56 -0.79 -0.19 -0.35
H -2.12 1.66 0.91 0.09
N 2.72 -0.62 0.26 0.12
C 0.61 -0.37 -1.17 0.06
H -1.95 1.29 -0.81 0.08
```


[5]
ORCA calculation (the ωB97M-V functional and the def2-TZVPD basis) on C5H7NO as an isolated structure.

As for the total energy: -324.5319 a.u. The energy above the lowest of the compared OMol25 structures with the same formula, charge and spin is 120.9 kcal/mol. Its total charge is 0. As for the orbital gap: 9.064 eV. The lowest unoccupied orbital energy comes out at 0.657 eV.

The geometry in XYZ format:
```
14
Properties=species:S:1:pos:R:3:lowdin_charge:R:1
H -1.86 0.18 0.86 0.14
H 2.10 -0.58 0.96 0.13
H -1.37 -0.92 -1.44 0.14
H 0.31 1.28 -1.80 0.09
C 0.74 -0.94 -0.79 0.08
C -0.87 0.03 0.44 -0.21
N -0.05 -1.17 0.90 0.08
C -0.62 -0.22 -1.05 -0.41
O -0.55 0.86 -1.93 -0.01
H -0.13 -2.05 0.34 0.11
H 0.31 1.10 1.95 0.12
C 1.14 -0.34 0.51 -0.30
C 0.31 0.90 0.87 -0.07
H 0.49 1.83 0.31 0.11
```


[6]
ORCA calculation (the ωB97M-V functional and the def2-TZVPD basis) on an isolated molecule of C5H7NO.

As for the SMILES: CC(=O)[C@@]12C[C@@H]1N2. As for the total energy: -324.5396 a.u. The energy above the lowest of the compared OMol25 structures with the same formula, charge and spin is 116.0 kcal/mol. Its total charge is 0. As for the orbital gap: 9.710 eV. The lowest unoccupied orbital energy comes out at 0.948 eV.

The geometry in XYZ format:
```
14
Properties=species:S:1:pos:R:3:lowdin_charge:R:1
H -0.37 -1.80 -0.77 0.09
H 0.86 -2.40 0.34 0.10
N -1.13 0.77 1.57 0.14
O 2.13 0.09 0.54 0.06
H 0.00 0.91 -1.63 0.12
H -0.82 1.64 1.99 0.10
C -0.17 1.24 -0.60 0.04
H 1.35 -1.77 -1.28 0.08
C -0.22 0.17 0.70 -0.33
C 0.68 -1.65 -0.45 0.00
C -1.37 0.70 0.07 -0.16
H -2.25 0.26 -0.37 0.13
H 0.31 2.20 -0.39 0.11
C 1.03 -0.35 0.27 -0.49
```


[7]
ORCA calculation (the ωB97M-V functional and the def2-TZVPD basis) on C5H7NO as an isolated structure.

As for the total energy: -324.5460 a.u. The energy above the lowest of the compared OMol25 structures with the same formula, charge and spin is 112.0 kcal/mol. Its total charge is 0. As for the orbital gap: 8.516 eV. The lowest unoccupied orbital energy comes out at 0.596 eV.

The geometry in XYZ format:
```
14
Properties=species:S:1:pos:R:3:lowdin_charge:R:1
H -1.92 -1.06 -0.33 0.18
C -0.56 -1.36 -0.48 -0.19
H -1.99 0.66 1.61 0.05
H 2.29 1.78 0.28 0.09
H 2.29 -0.32 -1.50 0.13
N 1.49 1.41 0.76 0.09
C 1.39 -0.45 -0.91 -0.06
H -2.37 0.60 -0.17 0.06
O 0.58 -1.47 -1.30 -0.02
C -1.76 0.21 0.64 -0.02
H 0.82 2.15 0.94 0.09
C 0.90 0.32 0.12 -0.27
C -0.43 -0.17 0.28 -0.27
H -0.72 -2.30 0.05 0.14
```


[8]
ORCA calculation (the ωB97M-V functional and the def2-TZVPD basis) on an isolated molecule of C5H7NO.

As for the SMILES: C=C1C=C(N)OC1. As for the total energy: -324.6763 a.u. The energy above the lowest of the compared OMol25 structures with the same formula, charge and spin is 30.2 kcal/mol. Its total charge is 0. As for the orbital gap: 8.502 eV. The lowest unoccupied orbital energy comes out at 0.937 eV.

The geometry in XYZ format:
```
14
Properties=species:S:1:pos:R:3:lowdin_charge:R:1
H 0.91 -1.81 1.07 0.13
C -0.74 0.76 0.60 -0.42
H -0.77 -2.04 0.50 0.13
C 0.06 -1.32 0.59 -0.10
H -0.84 2.72 0.75 0.10
C -0.52 0.52 -0.71 -0.01
N -1.21 1.90 1.21 0.14
O -0.39 -0.25 1.44 -0.01
C 0.36 -0.64 -0.73 -0.31
H 1.52 -0.32 -2.45 0.06
H -1.04 1.92 2.20 0.10
H 2.06 -1.72 -1.36 0.05
C 1.36 -0.92 -1.57 0.03
H -0.76 1.20 -1.52 0.11
```


[9]
ORCA calculation (the ωB97M-V functional and the def2-TZVPD basis) on C5H7NO as an isolated structure.

As for the total energy: -324.5354 a.u. The energy above the lowest of the compared OMol25 structures with the same formula, charge and spin is 118.7 kcal/mol. Its total charge is 0. As for the orbital gap: 10.443 eV. The lowest unoccupied orbital energy comes out at 0.970 eV.

The geometry in XYZ format:
```
14
Properties=species:S:1:pos:R:3:lowdin_charge:R:1
O 0.03 -0.81 -1.04 0.01
H 3.02 -0.07 0.03 0.08
H -1.89 -0.87 -2.05 0.15
C -1.35 -0.48 -1.19 -0.24
N 1.15 0.81 0.44 0.07
H -3.01 -0.28 0.30 0.13
H 2.01 -0.98 1.17 0.08
H -1.46 1.89 -0.61 0.14
C -1.89 -0.30 0.18 -0.04
C 2.30 0.03 0.85 -0.12
C 0.18 0.32 -0.18 -0.44
H 2.80 0.53 1.68 0.07
H -0.72 -0.65 0.86 0.23
C -1.19 0.85 -0.45 -0.12
```


[10]
ORCA calculation (the ωB97M-V functional and the def2-TZVPD basis) on an isolated molecule of C5H7NO2.

As for the SMILES: C=C(C(C)=O)C(N)=O. As for the total energy: -399.8861 a.u. The energy above the lowest of the compared OMol25 structures with the same formula, charge and spin is 49.9 kcal/mol. Its total charge is 0. As for the orbital gap: 9.303 eV. The lowest unoccupied orbital energy comes out at 0.375 eV.

The geometry in XYZ format:
```
15
Properties=species:S:1:pos:R:3:lowdin_charge:R:1
H 0.13 1.45 2.51 0.11
H 1.43 -0.93 -2.30 0.09
C 0.40 -1.20 -0.50 -0.37
O 1.53 0.56 -0.15 0.01
N 0.78 1.53 1.75 0.19
C -0.58 0.02 0.42 -0.11
O 0.49 -2.27 0.01 0.09
H -0.05 0.02 -2.22 0.08
C 0.38 -0.95 -1.98 -0.02
H -2.54 -0.65 0.63 0.07
H -0.10 -1.78 -2.48 0.09
C 0.57 0.88 0.59 -0.49
H 1.67 1.98 1.90 0.12
H -2.24 1.14 1.07 0.07
C -1.85 0.18 0.74 0.07
```


[11]
ORCA calculation (the ωB97M-V functional and the def2-TZVPD basis) on a 2-piece molecular cluster, C5H7NO2 overall.

As for the total energy: -399.6322 a.u. The energy above the lowest of the compared OMol25 structures with the same formula, charge and spin is 209.2 kcal/mol. Its total charge is 0. As for the orbital gap: 8.997 eV. The lowest unoccupied orbital energy comes out at -1.405 eV.

The geometry in XYZ format:
```
15
Properties=species:S:1:pos:R:3:lowdin_charge:R:1
C -0.01 0.39 -0.37 -0.37
O 1.91 0.65 0.91 -0.12
H -2.02 0.33 1.66 0.18
O -2.42 0.23 0.66 -0.10
H 2.56 -0.56 1.65 0.35
H 1.93 -0.55 -1.83 0.20
H 0.56 -1.23 0.92 0.10
H 0.21 -1.65 -1.10 0.12
C 0.96 -0.72 -0.99 -0.04
H -2.16 0.00 -1.02 0.12
C 0.08 1.91 -0.53 -0.06
N 0.02 3.10 -0.14 0.14
C -1.43 -0.18 -0.26 -0.24
H -1.11 -1.37 -0.04 0.15
C 0.92 -0.36 0.49 -0.42
```


[12]
ORCA calculation (the ωB97M-V functional and the def2-TZVPD basis) on an isolated molecule of C5H7NO2.

As for the SMILES: Cc1coc(O)c1N. As for the total energy: -399.9242 a.u. The energy above the lowest of the compared OMol25 structures with the same formula, charge and spin is 25.9 kcal/mol. Its total charge is 0. As for the orbital gap: 8.043 eV. The lowest unoccupied orbital energy comes out at 0.705 eV.

The geometry in XYZ format:
```
15
Properties=species:S:1:pos:R:3:lowdin_charge:R:1
C -0.08 -0.78 0.03 -0.23
N -0.09 1.56 1.03 0.10
H 0.02 -2.15 -1.75 0.12
C 0.38 0.91 -1.33 -0.34
H -1.49 -1.35 1.52 0.08
H 0.64 2.27 1.06 0.09
C 0.19 -1.22 -1.25 -0.07
C -0.48 -1.60 1.21 -0.04
H 0.20 -1.42 2.05 0.08
O 0.53 2.11 -1.95 0.10
H -0.17 1.11 1.93 0.08
C 0.11 0.63 0.00 -0.24
H -0.44 -2.66 0.96 0.08
O 0.63 -0.19 -2.04 0.09
H 0.04 2.77 -1.46 0.11
```